1.
Formula: C3H2N2O2
Source: OMol25
Level of theory: ωB97M-V with the def2-TZVPD basis set

The SMILES is O=C1N=CNC1=O. Its calculated total energy is -10218.1891 eV. The value obtained for the orbital gap is 9.0 eV.

The geometry in ORCA input format:
```
! RIJCOSX wB97M-V def2-TZVPD def2/J DEFGRID3
* xyz 0 1
O -0.3648 1.4652 -1.9605
C -0.3267 0.8076 -0.9618
N -1.2606 0.7872 0.1103
C -0.8043 -0.0891 0.9285
N 0.3821 -0.7377 0.5959
C 0.8337 -0.1974 -0.5964
O 1.8525 -0.4190 -1.2012
H -1.2893 -0.2984 1.8749
H 0.9775 -1.3184 1.2103
*
```

***

2.
Formula: C3H2N2O2
Source: OMol25
Level of theory: ωB97M-V with the def2-TZVPD basis set

The SMILES is N=C=NC(=O)C=O. Its calculated total energy is -10217.0078 eV. The value obtained for the orbital gap is 9.5 eV.

The geometry in ORCA input format:
```
! RIJCOSX wB97M-V def2-TZVPD def2/J DEFGRID3
* xyz 0 1
N -2.5160 -0.1877 -0.9448
C -1.3415 -0.3302 -0.7592
N -0.1100 -0.3621 -0.6174
C 0.4480 0.2981 0.4863
O -0.1667 0.9497 1.2919
C 1.9670 0.1394 0.5116
O 2.6368 0.6985 1.3354
H -3.2131 -0.8403 -1.2447
H 2.3798 -0.5147 -0.2823
*
```

***

3.
Formula: C3H2N2O2
Source: OMol25
Level of theory: ωB97M-V with the def2-TZVPD basis set

The SMILES is N=C=C=O.N=C=O. Its calculated total energy is -10214.8299 eV. The value obtained for the orbital gap is 7.1 eV.

The geometry in ORCA input format:
```
! RIJCOSX wB97M-V def2-TZVPD def2/J DEFGRID3
* xyz 0 1
N 0.5229 -1.6630 -0.1260
C 0.6142 -0.6566 -0.8297
C 0.9609 0.5570 -1.1620
O 0.9943 1.5995 -1.7805
H 1.1869 -1.9315 0.6318
N -0.8617 0.8441 1.4994
C -1.3069 0.6389 0.4129
O -1.8329 0.4392 -0.5825
H -0.2777 0.1724 1.9366
*
```

***

4.
Formula: C3H2N2O2
Source: OMol25
Level of theory: ωB97M-V with the def2-TZVPD basis set

Its calculated total energy is -10214.2014 eV. The value obtained for the orbital gap is 9.7 eV.

The geometry in ORCA input format:
```
! RIJCOSX wB97M-V def2-TZVPD def2/J DEFGRID3
* xyz 0 1
C -2.1083 0.2810 0.0273
C 1.1945 0.6172 0.2251
C 1.0871 -0.6885 0.7427
N -1.2316 -0.5117 0.1056
N 1.7293 -0.4189 -0.3959
O -2.8494 1.1698 -0.1351
O 1.1828 1.7902 0.0828
H -1.1029 -1.3482 0.5075
H 2.0984 -0.8909 -1.1601
*
```

***

5.
Formula: C3H2N2O2
Source: OMol25
Level of theory: ωB97M-V with the def2-TZVPD basis set

The SMILES is O=C=C1N=CNO1. Its calculated total energy is -10213.8913 eV. The value obtained for the orbital gap is 9.3 eV.

The geometry in ORCA input format:
```
! RIJCOSX wB97M-V def2-TZVPD def2/J DEFGRID3
* xyz 0 1
O -2.7496 0.2246 -0.1228
C -1.6341 0.0397 -0.3805
C -0.4168 -0.3278 -0.8710
N 0.5896 0.6994 -0.9606
C 1.2971 0.4425 0.0652
N 0.8416 -0.6793 0.8551
O 0.1091 -1.3929 -0.1502
H 2.1334 1.0368 0.4166
H 0.0369 -0.2533 1.3749
*
```

***

6.
Formula: C3H2N2O2
Source: OMol25
Level of theory: ωB97M-V with the def2-TZVPD basis set

The SMILES is [H]/N=C(/C#N)OC=O. Its calculated total energy is -10217.0463 eV. The value obtained for the orbital gap is 11.3 eV.

The geometry in ORCA input format:
```
! RIJCOSX wB97M-V def2-TZVPD def2/J DEFGRID3
* xyz 0 1
H -0.7211 -1.3095 -0.9965
N -1.3361 -0.5728 -0.6639
C -0.7033 0.3250 -0.0660
C -1.4096 1.3223 0.7058
N -1.9156 1.6665 1.6782
O 0.6441 0.4863 0.2188
C 1.5600 -0.4206 -0.1974
O 1.3385 -1.4065 -0.8382
H 2.5430 -0.0906 0.1592
*
```

***

7.
Formula: C3H2N2O2
Source: OMol25
Level of theory: ωB97M-V with the def2-TZVPD basis set

Its calculated total energy is -10213.6147 eV. The value obtained for the orbital gap (spin up / spin down) is 7.9 / 6.6 eV.

The geometry in ORCA input format:
```
! RIJCOSX wB97M-V def2-TZVPD def2/J DEFGRID3
* xyz 0 1
O 2.5471 -0.0817 0.9096
C 1.3881 -0.2974 1.1019
C 0.2764 0.3829 0.2795
N -0.6118 -0.5316 -0.0875
C -1.4609 -0.1801 -1.1516
N -1.7256 1.0282 -1.1429
O 0.3430 1.5856 0.0504
H 1.0620 -0.9703 1.8984
H -1.8184 -0.9355 -1.8578
*
```

***

8.
Formula: C3H2N2O2S
Source: OMol25
Level of theory: ωB97M-V with the def2-TZVPD basis set

The SMILES is [H]/N=C1\NC(=O)SC1=O. Its calculated total energy is -21053.4303 eV. The value obtained for the orbital gap is 9.8 eV.

The geometry in ORCA input format:
```
! RIJCOSX wB97M-V def2-TZVPD def2/J DEFGRID3
* xyz 0 1
H -1.2687 1.9724 -0.0427
N -1.7462 1.0263 -0.0398
C -0.8051 0.2099 0.1029
N 0.5488 0.6762 0.0159
C 1.5914 -0.2725 -0.0362
O 2.7529 -0.1270 -0.0289
S 0.8567 -1.8209 0.0213
C -0.8352 -1.2936 0.0308
O -1.7962 -2.0206 -0.0514
H 0.7016 1.6497 0.0283
*
```

***

So what do the calculations give for relative energy (zero: lowest compared OMol25 entry of this formula, charge and spin)? Going down the list: 0.0; 27.2; 77.5; 92.0; 99.1; 26.4; 105.5; 30.1 kcal per mole.